(1)
The following is a quantum chemistry calculation of an isolated ion of composition C9H8N3OS and charge +1 in a non-equilibrium geometry, from the Open Molecules 2025 dataset.

Last column: Mulliken charge in e.
CARTESIAN COORDINATES (ANGSTROEM)
C  5.345  -0.143  -0.445  -0.0330
C  -4.273  -1.390  -0.550  -0.4710
C  -2.937  -1.021  -0.517  -0.3831
C  -5.106  -0.423  -0.025  -0.3538
C  -2.734  0.244  0.043  0.4149
C  -1.558  0.967  0.257  -0.0898
C  -0.287  0.554  -0.088  -0.2868
C  0.824  1.338  0.183  -0.3736
C  3.189  0.739  -0.268  0.5686
N  2.026  1.018  -0.197  -0.0036
N  5.161  -0.836  0.580  0.0586
N  4.070  -0.979  1.183  -0.5087
O  4.269  0.737  -0.872  -0.2832
S  -4.273  0.944  0.520  -0.0817
H  6.213  -0.111  -1.065  0.4029
H  -4.630  -2.325  -0.942  0.4064
H  -2.135  -1.640  -0.875  0.3881
H  -6.175  -0.470  0.061  0.4469
H  -1.671  1.933  0.734  0.3046
H  -0.143  -0.397  -0.579  0.2694
H  0.711  2.300  0.673  0.3608
H  4.115  -1.041  2.191  0.2471

- LUMO energy (spin up / spin down): -5.25 / -5.26 eV
- Net charge: +1
- Frontier orbital gap (spin up / spin down): 5.7 / 6.8 eV
- Energy above the lowest of the compared OMol25 structures with the same formula, charge and spin: 3.0911 eV
- HOMO level (spin up / spin down): -10.99 / -12.03 eV

(2)
The following is a quantum chemistry calculation of a 3-piece molecular cluster, C4H12IO2 overall in a non-equilibrium geometry, from the Open Molecules 2025 dataset.

Last column: Mulliken charge in e.
CARTESIAN COORDINATES (ANGSTROEM)
I  -0.928  -1.259  -1.372  -0.9997
C  8.374  -0.724  -1.600  -0.8399
C  7.473  -1.541  -2.473  -0.3560
O  6.166  -1.625  -1.846  -0.4820
H  7.942  0.276  -1.645  0.2497
H  9.368  -0.692  -2.047  0.3091
H  8.496  -1.048  -0.567  0.2613
H  7.908  -2.539  -2.535  0.2812
H  7.579  -1.166  -3.490  0.2637
H  5.721  -0.852  -2.201  0.3129
C  -7.880  1.122  3.145  -0.9154
C  -7.468  1.641  1.713  -0.2313
O  -7.448  0.590  0.790  -0.5432
H  -8.668  0.380  3.011  0.2783
H  -8.340  1.904  3.749  0.3097
H  -7.050  0.626  3.647  0.2599
H  -6.522  2.179  1.763  0.2674
H  -8.146  2.448  1.434  0.2406
H  -6.579  0.280  0.524  0.3336

- LUMO energy: 2.68 eV
- Net charge: -1
- Frontier orbital gap: 5.9 eV
- Energy above the lowest of the compared OMol25 structures with the same formula, charge and spin: 1.3846 eV
- HOMO level: -3.23 eV

(3)
The following is a quantum chemistry calculation of one molecule with the formula C6H14O in a non-equilibrium geometry, from the Open Molecules 2025 dataset.

Last column: Mulliken charge in e.
CARTESIAN COORDINATES (ANGSTROEM)
C  0.128  -0.193  2.589  -0.8205
O  -0.965  -0.400  1.525  -0.3994
C  -0.894  -0.856  0.165  -0.8608
C  -0.029  0.055  -0.738  2.0147
C  0.187  -0.649  -2.076  -1.8461
C  -0.766  1.389  -0.912  -1.6802
C  1.263  0.243  0.036  -0.8211
H  1.170  0.238  2.553  0.2932
H  0.277  -1.158  3.058  0.2902
H  -0.398  0.543  3.175  0.2982
H  -1.915  -0.809  -0.265  0.3603
H  -0.572  -1.909  0.075  0.3414
H  0.768  -1.570  -1.941  0.4340
H  0.731  -0.011  -2.781  0.4000
H  -0.772  -0.921  -2.536  0.3765
H  -1.090  1.768  0.065  0.3649
H  -1.661  1.264  -1.535  0.3828
H  -0.132  2.151  -1.383  0.4080
H  0.979  0.076  1.052  -0.2842
H  1.668  1.256  0.052  0.3853
H  2.025  -0.509  -0.177  0.3628

- LUMO energy: 0.90 eV
- SMILES: COCC(C)(C)C
- Frontier orbital gap: 10.6 eV
- Energy above the lowest of the compared OMol25 structures with the same formula, charge and spin: 2.5693 eV
- HOMO level: -9.69 eV

(4)
The following is a quantum chemistry calculation of C31H25NPRuS4Se2 as an isolated structure in a non-equilibrium geometry, from the Open Molecules 2025 dataset.

Last column: Mulliken charge in e.
CARTESIAN COORDINATES (ANGSTROEM)
Ru  0.569  -0.180  -0.634  0.9304
S  1.862  0.380  -2.526  -0.4476
C  2.537  -1.140  -3.062  0.7200
C  3.266  -1.168  -4.263  -0.7902
C  3.783  -2.345  -4.763  -0.5186
C  3.597  -3.548  -4.084  -0.6492
C  2.893  -3.542  -2.897  -0.6071
C  2.392  -2.347  -2.378  0.0909
S  1.521  -2.424  -0.825  -0.1601
C  2.923  -2.593  0.333  -0.8156
C  3.289  -1.333  1.064  0.4808
C  4.003  -1.402  2.256  -1.0359
C  4.383  -0.226  2.871  -0.4530
C  4.071  0.980  2.264  -0.8463
C  3.351  0.960  1.081  0.2710
C  2.905  2.216  0.404  -0.7779
S  1.139  2.382  0.821  -0.0648
C  0.609  3.475  -0.467  0.0514
C  1.036  4.801  -0.455  -0.4966
C  0.622  5.680  -1.439  -0.6063
C  -0.251  5.234  -2.426  -0.6229
C  -0.690  3.924  -2.429  -0.8329
C  -0.264  3.013  -1.454  0.7834
S  -0.933  1.387  -1.501  -0.2548
N  2.941  -0.179  0.511  0.4391
H  3.400  -0.239  -4.802  0.4599
H  4.325  -2.333  -5.700  0.3649
H  3.984  -4.474  -4.486  0.3847
H  2.720  -4.466  -2.357  0.4601
H  3.771  -2.929  -0.265  0.5024
H  2.659  -3.380  1.038  0.5139
H  4.249  -2.365  2.685  0.4615
H  4.911  -0.245  3.816  0.4320
H  4.367  1.925  2.700  0.4218
H  2.972  2.111  -0.678  0.2334
H  3.467  3.080  0.753  0.6132
H  1.691  5.138  0.339  0.4143
H  0.968  6.706  -1.433  0.3897
H  -0.587  5.914  -3.199  0.3608
H  -1.373  3.575  -3.194  0.4756
Se  -1.348  -1.544  -1.450  -0.5435
P  -2.163  -1.279  0.661  0.6940
Se  -0.240  -0.913  1.626  -0.5096
C  -3.120  0.272  0.656  0.6417
C  -4.299  0.288  -0.083  -0.6187
C  -5.081  1.432  -0.125  -0.6816
C  -4.677  2.570  0.560  -0.4876
C  -3.506  2.552  1.304  -0.6871
C  -2.730  1.404  1.355  -0.1311
C  -3.183  -2.250  1.814  0.6464
C  -3.532  -1.688  3.039  -0.4768
C  -4.312  -2.412  3.922  -0.6363
C  -4.750  -3.691  3.592  -0.4326
C  -4.406  -4.249  2.371  -0.5705
C  -3.619  -3.529  1.482  -0.3002
H  -4.608  -0.595  -0.633  0.3349
H  -5.999  1.437  -0.698  0.3952
H  -5.276  3.471  0.512  0.3965
H  -3.182  3.439  1.834  0.4138
H  -1.820  1.383  1.944  0.3509
H  -3.191  -0.694  3.299  0.3631
H  -4.587  -1.974  4.873  0.3900
H  -5.358  -4.250  4.291  0.3802
H  -4.751  -5.240  2.108  0.3920
H  -3.342  -3.963  0.528  0.4014

- LUMO energy (spin up / spin down): -0.07 / -0.54 eV
- 2S+1: 2
- Frontier orbital gap (spin up / spin down): 6.7 / 6.3 eV
- Energy above the lowest of the compared OMol25 structures with the same formula, charge and spin: 0.8416 eV
- ⟨S²⟩: 0.7619
- HOMO level (spin up / spin down): -6.77 / -6.84 eV

(5)
The following is a quantum chemistry calculation of a 3-piece molecular cluster, C3H5Cl2NO2 overall in a non-equilibrium geometry, from the Open Molecules 2025 dataset.

Last column: Mulliken charge in e.
CARTESIAN COORDINATES (ANGSTROEM)
C  3.545  -2.283  -0.261  0.6959
C  -2.039  -0.467  0.323  -0.7656
C  0.973  2.571  0.884  0.0320
N  -1.646  0.793  -0.284  -0.4374
O  3.875  -1.646  -1.152  -0.3482
O  3.199  -2.892  0.642  -0.3464
Cl  1.627  1.075  0.508  -0.0256
Cl  0.323  3.344  -0.444  -0.0223
H  -2.773  -0.263  1.102  0.2870
H  -2.473  -1.193  -0.379  0.2697
H  -1.160  -0.916  0.785  0.2466
H  -2.457  1.258  -0.677  0.1822
H  -0.996  0.620  -1.046  0.2321

- LUMO energy: -0.68 eV
- Frontier orbital gap: 8.5 eV
- Energy above the lowest of the compared OMol25 structures with the same formula, charge and spin: 2.5140 eV
- HOMO level: -9.21 eV

(6)
The following is a quantum chemistry calculation of a 8-piece molecular cluster, C11H34IO9 overall in a non-equilibrium geometry, from the Open Molecules 2025 dataset.

Last column: Mulliken charge in e.
CARTESIAN COORDINATES (ANGSTROEM)
O  -2.948  -2.436  0.107  -0.7252
C  -2.461  -1.843  -0.930  0.4834
O  -2.817  -2.345  -2.163  -0.7647
C  -1.438  -0.603  -0.765  -0.3211
C  0.053  -1.199  -1.038  -0.5701
C  0.414  -2.051  0.296  -0.8060
I  1.664  -0.731  1.546  -0.1172
H  -1.444  -0.309  0.339  0.2042
H  -1.685  0.253  -1.475  0.2554
H  0.062  -1.828  -1.987  0.2699
H  0.757  -0.299  -1.176  0.2997
H  -0.519  -2.276  0.927  0.3932
H  0.907  -3.051  0.072  0.3989
C  5.920  -0.239  2.735  -0.6262
O  4.781  -0.928  3.233  -0.3839
H  5.585  0.585  2.104  0.2531
H  6.502  0.158  3.570  0.2635
H  6.534  -0.924  2.143  0.2792
H  5.105  -1.649  3.787  0.2322
C  5.955  -2.613  -0.565  -0.5477
O  4.927  -2.632  0.411  -0.4276
H  5.976  -3.577  -1.073  0.2260
H  5.756  -1.824  -1.296  0.2617
H  6.921  -2.438  -0.082  0.2393
H  4.928  -1.768  0.846  0.2440
C  -4.512  0.124  -2.824  -0.5056
O  -3.692  1.241  -2.500  -0.5181
H  -4.689  -0.459  -1.922  0.3115
H  -5.468  0.476  -3.223  0.1513
H  -4.006  -0.501  -3.562  0.2647
H  -3.552  1.736  -3.316  0.2552
C  5.719  2.362  5.545  -0.5543
O  7.050  1.947  5.266  -0.5283
H  5.188  2.502  4.603  0.2884
H  5.213  1.595  6.135  0.2385
H  5.736  3.305  6.095  0.2640
H  7.495  1.831  6.114  0.2829
C  5.718  2.877  9.561  -0.5396
O  4.706  2.747  8.574  -0.4600
H  6.632  3.232  9.082  0.2046
H  5.405  3.600  10.319  0.2715
H  5.908  1.907  10.027  0.2668
H  3.911  2.433  9.022  0.2745
C  -6.843  0.353  -5.792  -0.4281
O  -6.024  1.469  -5.469  -0.4890
H  -7.019  -0.228  -4.886  0.2546
H  -7.798  0.700  -6.191  0.1866
H  -6.335  -0.274  -6.530  0.2302
H  -5.883  1.964  -6.285  0.2692
C  -10.573  -0.374  -7.834  -0.5319
O  -9.757  0.744  -7.515  -0.4761
H  -10.747  -0.952  -6.926  0.2223
H  -11.532  -0.030  -8.233  0.2492
H  -10.067  -1.002  -8.571  0.2543
H  -9.619  1.237  -8.333  0.2763

- LUMO energy: 1.81 eV
- Net charge: -1
- Frontier orbital gap: 5.4 eV
- HOMO level: -3.58 eV

no.,total energy (eV)
1,-26803.5550
2,-16539.5953
3,-8494.3230
4,-219949.8668
5,-33819.6029
6,-38483.1540